Entry 1:
C5H15N2 | ωB97M-V/def2-TZVPD

2S+1: 2
Net charge: +2
⟨S²⟩: 0.754
HOMO-LUMO gap (alpha / beta), eV: 13.039 / 7.615
LUMO (alpha / beta), eV: -7.2 / -12.6

```
22
Properties=species:S:1:pos:R:3:forces:R:3
C 0.552 0.525 0.887 0.5 -0.2 0.4
N 0.443 -0.759 0.053 0.5 1.6 1.8
C 1.842 -1.397 -0.209 -1.8 -0.2 -0.1
C 1.683 -2.883 -0.399 0.9 -0.6 0.6
C -0.665 1.479 0.781 0.0 -1.7 0.2
N -1.266 1.558 -0.564 -0.2 3.3 0.8
C -2.653 1.890 -0.685 -0.2 -0.7 -0.1
H 1.494 1.024 0.667 -0.1 -0.1 -0.5
H 0.669 0.173 1.909 -0.2 0.3 0.2
H -0.218 -1.392 0.505 0.2 -0.3 0.0
H 2.372 -1.167 0.709 0.4 0.0 -0.2
H 2.180 -0.868 -1.096 0.5 0.0 0.2
H 2.700 -3.260 -0.264 0.0 -0.2 -0.3
H 1.140 -3.372 0.413 -0.2 0.3 0.1
H 1.304 -3.272 -1.337 -0.1 0.5 -0.3
H -1.394 1.158 1.508 -0.7 -0.2 -0.1
H -0.433 2.505 1.065 0.5 0.2 -0.1
H -0.778 2.283 -1.110 0.6 -1.0 -0.6
H 0.004 -0.400 -0.747 -0.6 -0.4 -2.1
H -2.786 2.885 -0.211 0.1 0.0 0.4
H -2.936 2.140 -1.710 0.0 -0.6 -0.1
H -3.255 1.148 -0.163 -0.3 0.2 -0.1
```
Positions in Å, forces in eV/Å.



Entry 2:
C5H15N2O | ωB97M-V/def2-TZVPD

2S+1: 2
Net charge: 0
⟨S²⟩: 0.750
HOMO-LUMO gap (alpha / beta), eV: 2.055 / 10.086
LUMO (alpha / beta), eV: 0.0 / 0.4

```
23
Properties=species:S:1:pos:R:3:forces:R:3
N 1.411 0.458 -0.226 -0.5 2.5 0.6
C 0.244 -0.408 0.151 -0.2 -1.2 -0.5
C -1.028 0.372 -0.073 -3.3 1.3 -0.9
C -2.267 -0.616 -0.221 1.3 1.6 -2.0
C -2.709 -0.920 -1.479 2.1 0.1 1.1
C 0.465 -1.118 1.534 -2.9 1.5 0.8
N 1.827 -1.399 1.698 2.5 0.3 2.1
H 2.184 0.084 0.314 0.7 -0.5 0.1
H 1.714 0.641 -1.283 -1.1 -0.6 2.5
H 1.179 1.427 0.254 0.8 -2.0 -1.8
H 0.260 -1.360 -0.518 0.1 1.7 0.2
H -1.507 1.199 0.582 1.9 -1.3 0.5
H -0.904 1.104 -0.955 -0.2 -1.7 0.5
H -2.720 -0.913 0.743 0.2 -0.3 -0.9
H -2.226 -0.571 -2.441 -0.4 -0.1 1.5
H -3.292 -1.790 -1.590 -1.4 -0.6 -0.2
H -0.285 -1.969 1.434 1.1 0.6 0.6
H 0.116 -0.478 2.472 0.6 -1.1 -2.1
H 2.258 -2.202 1.273 -0.3 -0.4 -0.2
H 2.222 -1.234 2.660 -0.8 -0.5 -1.6
H 0.903 3.258 -2.141 -0.7 0.9 -3.3
H 1.048 3.639 -0.813 0.3 -1.6 0.0
O 1.107 2.799 -1.375 0.4 1.1 3.1
```
Positions in Å, forces in eV/Å.



Entry 3:
C5H15N2O | ωB97M-V/def2-TZVPD

2S+1: 2
Net charge: 0
⟨S²⟩: 0.751
HOMO-LUMO gap (alpha / beta), eV: 3.789 / 11.084
LUMO (alpha / beta), eV: 0.9 / 0.7

```
23
Properties=species:S:1:pos:R:3:forces:R:3
C 1.314 2.373 1.512 -0.1 0.1 0.4
C -0.051 2.187 0.893 -0.1 -0.2 -0.2
C -0.665 3.488 0.407 0.0 0.0 0.3
N 0.027 1.212 -0.245 0.1 0.5 -0.2
H 1.703 1.433 1.906 0.1 0.0 -0.1
H 2.017 2.796 0.802 0.1 0.0 -0.1
H 1.210 3.068 2.352 0.1 0.0 0.0
H -0.719 1.723 1.617 0.0 0.0 0.0
H -0.076 3.946 -0.384 0.1 0.0 -0.1
H -0.696 4.176 1.252 0.0 0.1 0.0
H -1.684 3.345 0.052 0.0 -0.1 -0.1
H 0.391 0.281 0.019 -0.2 -0.2 0.0
H -0.933 1.097 -0.691 -0.1 -0.2 0.0
H 0.626 1.591 -1.017 0.0 -0.1 0.1
C -1.491 -2.045 -1.081 -0.3 -0.2 -0.2
C -0.119 -2.382 -0.583 0.1 -0.3 0.0
N 0.372 -3.599 -0.943 -0.1 -0.1 0.2
O 0.560 -1.610 0.077 0.1 0.3 0.1
H -2.025 -2.918 -1.459 0.1 0.0 0.0
H -1.418 -1.317 -1.897 0.0 0.1 0.2
H -2.080 -1.619 -0.274 0.1 0.2 0.0
H 1.221 -3.894 -0.487 0.0 0.1 -0.1
H -0.254 -4.327 -1.242 0.0 0.1 -0.1
```
Positions in Å, forces in eV/Å.



Entry 4:
C5H15N2O | ωB97M-V/def2-TZVPD

2S+1: 1
Net charge: +1
HOMO-LUMO gap, eV: 9.445
LUMO, eV: -3.3

```
23
Properties=species:S:1:pos:R:3:forces:R:3
C -2.097 1.952 -0.285 0.8 2.2 -1.1
C -2.349 0.539 0.065 -0.4 -2.5 -1.2
C -1.510 -0.190 1.136 -1.0 0.6 0.4
C -0.019 -0.090 1.080 0.3 -1.0 -0.7
C 0.601 -0.771 0.078 0.9 1.2 1.2
N 2.077 -0.514 -0.150 -0.5 -1.6 -0.2
N 0.564 0.496 2.157 -0.5 0.5 -0.4
H -2.970 2.499 -0.671 -0.1 -0.5 0.3
H -1.422 2.046 -1.159 0.1 -0.1 0.6
H -1.702 2.627 0.486 0.0 -0.4 0.2
H -3.418 0.400 0.306 0.6 -0.1 0.2
H -2.177 -0.079 -0.837 -0.4 0.4 0.0
H -1.655 -1.281 1.128 -0.7 0.5 0.0
H -1.964 0.253 2.027 0.8 -0.5 0.6
H 0.159 -1.375 -0.688 -0.2 0.1 -0.1
H 2.506 -1.370 -0.537 -0.2 0.3 -0.8
H 2.106 0.244 -0.827 0.8 0.1 0.1
H 2.694 -0.390 0.653 -0.5 0.7 0.2
H 1.547 0.673 2.266 0.0 0.1 -0.1
H -0.067 1.152 2.582 0.3 0.2 0.5
H 2.760 -1.606 -3.304 0.2 -0.5 -0.1
H 3.215 -3.063 -2.914 -0.1 0.4 -0.1
O 3.122 -2.153 -2.594 -0.2 0.2 0.4
```
Positions in Å, forces in eV/Å.



Entry 5:
C5H15N2O | ωB97M-V/def2-TZVPD

2S+1: 1
Net charge: +1
HOMO-LUMO gap, eV: 8.662
LUMO, eV: -3.3

```
23
Properties=species:S:1:pos:R:3:forces:R:3
C 0.795 1.617 0.749 -0.5 1.2 0.1
C 1.205 0.637 1.863 -1.0 -0.5 -1.9
C 0.573 -0.769 1.688 0.1 -2.4 1.1
C -0.187 -0.970 0.408 -0.8 -1.0 0.3
C -1.546 -0.801 0.360 -0.4 1.2 0.0
N -2.193 -0.045 -0.758 0.3 -1.6 -0.7
N 0.555 -1.443 -0.599 1.3 0.3 -0.2
H 1.285 1.545 -0.223 0.2 -0.5 0.2
H 0.997 2.629 1.109 0.3 0.0 -0.1
H -0.278 1.680 0.542 -0.1 -0.4 0.2
H 2.274 0.527 1.712 0.2 0.2 1.0
H 0.822 1.066 2.781 0.7 -0.1 0.4
H 0.026 -1.148 2.560 -1.0 1.1 -0.1
H 1.254 -1.628 1.818 0.9 0.6 -0.8
H -2.271 -0.987 1.134 0.5 0.6 0.6
H -2.596 0.836 -0.449 0.3 0.3 0.1
H -1.504 0.109 -1.506 -0.2 0.3 0.1
H -2.966 -0.577 -1.161 0.0 0.0 -0.2
H 0.338 -1.518 -1.578 -0.5 0.1 0.2
H 1.525 -1.635 -0.396 0.0 0.4 -0.1
H 0.500 1.055 -3.410 0.1 -0.1 0.3
H 0.769 -0.391 -3.695 0.1 0.0 0.2
O 0.623 0.210 -2.949 -0.4 0.2 -0.7
```
Positions in Å, forces in eV/Å.



Entry 6:
C5H15N2O | ωB97M-V/def2-TZVPD

2S+1: 1
Net charge: +1
HOMO-LUMO gap, eV: 10.343
LUMO, eV: -3.5

```
23
Properties=species:S:1:pos:R:3:forces:R:3
C -1.611 2.029 -1.228 -1.2 -1.7 -0.4
C -0.159 1.651 -1.535 -0.2 0.4 1.7
C 0.281 0.257 -1.033 -0.5 -0.6 -0.5
C -0.682 -0.527 -0.129 0.7 0.4 -0.1
N -1.315 -1.902 2.341 -0.2 1.1 -1.0
C -0.861 -0.652 2.340 0.9 -0.9 0.7
N -0.519 -0.029 1.261 -0.3 0.4 -0.9
H -2.292 1.311 -1.719 0.1 0.3 -0.4
H -1.953 1.859 -0.199 0.6 0.5 0.2
H -1.926 3.013 -1.551 0.3 0.2 0.0
H 0.029 1.652 -2.598 0.1 0.6 -0.1
H 0.408 2.411 -0.990 0.5 0.0 -0.6
H 0.415 -0.353 -1.928 -0.1 -0.2 0.1
H 1.260 0.214 -0.552 0.1 0.4 0.0
H -0.361 -1.563 -0.212 -0.2 -0.2 0.5
H -1.721 -0.425 -0.428 -0.1 -0.1 0.0
H -1.718 -2.211 1.478 -0.1 -0.5 -0.3
H -1.706 -2.309 3.155 -0.1 -0.2 0.8
H -0.587 -0.243 3.307 -0.3 0.3 -0.1
H -0.158 0.921 1.296 0.0 -0.3 0.4
H 4.621 -2.238 0.050 0.4 0.3 -0.3
H 5.454 -1.453 -1.010 0.0 -0.2 0.0
O 5.101 -1.412 -0.117 -0.4 -0.1 0.3
```
Positions in Å, forces in eV/Å.



Entry 7:
C5H15N2O | ωB97M-V/def2-TZVPD

2S+1: 1
Net charge: +1
HOMO-LUMO gap, eV: 4.458
LUMO, eV: -8.6

```
23
Properties=species:S:1:pos:R:3:forces:R:3
C -2.352 -0.635 0.381 1.2 -0.2 -1.5
C -1.968 0.740 -0.198 1.6 1.1 3.0
C -1.027 0.743 -1.424 -3.2 1.1 -0.8
C 0.067 -0.225 -1.142 -0.3 0.3 0.9
C -0.236 -1.510 -1.573 3.3 -1.6 -0.3
N 1.003 0.178 -0.336 0.6 0.3 -1.6
N 0.056 0.820 2.515 0.8 -1.3 -0.4
H -3.115 -0.709 1.172 0.5 0.3 -0.4
H -2.648 -1.228 -0.487 -0.5 -0.5 0.0
H -1.381 -1.048 0.717 -0.7 -0.2 0.5
H -2.822 1.416 -0.161 0.1 0.1 -0.8
H -0.682 1.745 -1.747 0.2 -0.5 0.8
H -1.686 0.454 -2.255 0.6 -0.5 -0.2
H -0.719 -1.588 -2.504 -1.5 -0.3 -0.7
H 0.275 -2.452 -1.216 -1.0 1.1 0.2
H 1.882 -0.313 -0.535 0.1 -0.7 1.0
H 0.608 0.603 1.630 -0.8 1.3 1.8
H 0.092 1.771 2.875 0.3 0.0 -0.8
H -1.264 1.136 0.586 -1.0 0.1 -0.3
H 0.487 0.260 3.257 -0.3 0.1 -0.3
H 5.578 -0.641 0.456 -0.3 0.2 -0.2
H 5.064 0.675 -0.128 0.5 1.0 -0.2
O 4.788 -0.192 0.115 -0.3 -1.2 0.3
```
Positions in Å, forces in eV/Å.



Entry 8:
C5H15N2O | ωB97M-V/def2-TZVPD

2S+1: 1
Net charge: +1
HOMO-LUMO gap, eV: 9.717
LUMO, eV: -4.3

```
23
Properties=species:S:1:pos:R:3:forces:R:3
C 0.886 1.408 1.487 -0.6 0.0 0.2
N 0.318 0.050 1.360 0.0 0.0 -0.1
C -0.685 -0.237 2.411 0.1 0.3 -0.2
O -1.121 -1.554 2.313 0.0 -0.1 -0.1
H 0.149 2.133 1.133 0.0 0.0 -0.1
H 1.778 1.496 0.882 0.2 0.0 0.0
H 1.093 1.677 2.526 0.2 -0.1 0.0
H 1.052 -0.638 1.505 0.1 0.1 0.1
H -0.223 -0.100 3.391 -0.1 -0.1 0.1
H -1.499 0.482 2.306 0.0 0.1 0.0
H -1.767 -1.613 1.602 -0.1 -0.1 0.1
C 0.359 1.608 -2.581 0.3 0.2 -0.2
C -0.514 0.390 -2.373 -0.2 -0.1 0.4
C 0.745 -1.511 -1.542 -0.2 0.1 -0.2
N 0.083 -0.453 -1.322 0.2 0.0 -0.1
H 0.566 2.122 -1.645 -0.1 0.0 0.1
H 1.315 1.343 -3.033 0.0 -0.1 0.0
H -0.138 2.310 -3.245 -0.1 0.0 0.0
H -1.500 0.688 -2.006 0.1 -0.1 -0.2
H -0.616 -0.205 -3.275 -0.1 0.0 -0.1
H 1.271 -1.987 -0.727 -0.1 -0.2 0.1
H 0.774 -1.932 -2.543 0.2 0.1 0.0
H 0.029 -0.135 -0.283 0.2 -0.1 0.1
```
Positions in Å, forces in eV/Å.



One value per record, in order, for energy: -308.27941; -384.00892; -384.17230; -383.98752; -383.95909; -384.01675; -383.81966; -383.98917 Eh.
One value per record, in order, for ΔE to the lowest compared entry with this formula, charge and spin: 36.9; 106.1; 3.6; 39.9; 57.7; 21.5; 145.2; 38.8 kcal/mol.